43
Properties=species:S:1:pos:R:3:forces:R:3:mulliken_charge:R:1 method="wB97M-V/def2-TZVPD" homo_ev=-8.36 smiles="COc1ccc2[nH]c(=O)c(CN(CCO)C(=O)c3cccs3)cc2c1" e_lumo_ev=-0.14 spin_multiplicity=1
C 5.535004 -0.215150 -0.363368 0.067 0.122 0.118 -0.806
H 5.107319 -0.379802 0.630559 -0.004 0.012 -0.028 0.325
O 5.030539 -1.136901 -1.300513 -0.011 -0.203 -0.183 -0.455
C 3.695648 -1.146506 -1.546357 -0.253 0.056 -0.001 0.616
C 2.768723 -0.311926 -0.953439 0.295 -0.127 -0.061 -0.273
C 1.411538 -0.414205 -1.287595 -0.025 -0.516 -0.457 0.367
C 0.994849 -1.370227 -2.229562 0.599 0.394 0.468 -0.537
C 1.939941 -2.210999 -2.824498 0.041 0.067 0.064 -0.682
C 3.264566 -2.098911 -2.487882 0.006 0.147 0.136 -0.776
H 4.008521 -2.738055 -2.935199 0.074 -0.094 -0.070 0.453
H 1.620711 -2.946657 -3.547311 -0.015 -0.099 -0.092 0.390
N -0.335582 -1.448630 -2.542861 -0.367 -0.172 -0.217 0.012
C -1.332796 -0.676057 -2.004902 0.498 -0.166 -0.088 0.167
O -2.491552 -0.830122 -2.371407 -0.415 0.091 -0.079 -0.885
C -0.895686 0.299853 -1.012261 0.149 0.241 0.075 1.098
C 0.414276 0.417856 -0.697700 -0.400 0.034 -0.184 0.171
H 0.734725 1.154601 0.024899 -0.008 0.121 0.097 0.506
C -1.970731 1.127424 -0.351802 0.211 0.063 -0.196 -2.148
N -2.489735 0.491040 0.846954 -0.247 0.185 0.069 0.158
C -1.861628 0.489065 2.049026 -0.146 0.019 -0.012 0.718
O -2.217138 -0.236763 2.961178 0.024 -0.223 0.086 -0.622
C -0.716323 1.409127 2.268364 0.241 0.557 0.190 0.167
C 0.470618 1.036512 2.829470 -0.338 -0.071 -0.213 -0.675
C 1.351387 2.118964 3.042278 0.086 0.148 -0.013 -0.507
C 0.812279 3.307331 2.670064 -0.345 0.080 -0.188 -0.427
S -0.777331 3.128234 2.039923 0.362 -0.451 0.249 -0.104
H 1.242335 4.287200 2.730471 0.138 0.192 0.048 0.482
H 2.335109 2.014647 3.463832 0.165 0.025 0.076 0.454
H 0.699536 0.013870 3.069116 -0.029 -0.204 0.078 0.494
C -3.578525 -0.456991 0.695010 -0.203 -0.333 0.165 -0.776
H -4.195928 -0.392563 1.592935 -0.014 -0.001 -0.134 0.361
H -4.175576 -0.162184 -0.169458 0.071 -0.010 0.050 0.449
C -3.099639 -1.914129 0.491841 0.154 0.164 0.165 -0.521
O -3.736405 -2.545933 -0.579968 -0.352 -0.212 -0.468 -0.629
H -3.533146 -2.044425 -1.389428 0.020 -0.112 0.221 0.433
H -3.319605 -2.513856 1.376204 0.095 0.092 -0.023 0.396
H -2.005700 -1.911454 0.352939 -0.087 0.019 0.114 0.252
H -1.581047 2.115995 -0.107263 -0.063 -0.166 -0.175 0.538
H -2.802532 1.239311 -1.051632 0.100 0.071 0.138 0.524
H -0.631137 -2.136342 -3.226795 -0.067 0.156 0.137 0.229
H 3.055612 0.429637 -0.224974 0.078 0.079 0.085 0.503
H 6.608678 -0.390504 -0.326963 -0.073 0.054 0.036 0.238
H 5.347053 0.817094 -0.675342 -0.012 -0.029 0.015 0.320